Record 1
{
  "formula": "C5H14",
  "method": "wB97M-V/def2-TZVPD",
  "species": ["C", "C", "C", "H", "H", "H", "H", "H", "H", "H", "H", "C", "C", "H", "H", "H", "H", "H", "H"],
  "coordinates": [[-0.604, -1.414, -0.704], [-1.461, -0.192, -0.400], [-2.912, -0.525, -0.073], [0.214, -1.103, -1.360], [-0.127, -1.944, 0.117], [-1.149, -2.167, -1.279], [-1.072, 0.372, 0.448], [-1.377, 0.489, -1.246], [-3.087, -1.413, 0.539], [-3.340, 0.291, 0.535], [-3.722, -0.570, -0.812], [1.969, 1.557, 0.938], [2.665, 0.510, 0.056], [1.865, 2.493, 0.389], [1.004, 1.211, 1.305], [2.513, 1.798, 1.852], [2.044, -0.381, -0.002], [3.033, 0.830, -0.912], [3.544, 0.159, 0.610]],
  "smiles": "CCC.CC",
  "gap_ev": 12.362,
  "e_lumo_ev": 1.17,
  "e_tot_ev": -5411.4920
}

***

Record 2
{
  "formula": "C5H14",
  "method": "wB97M-V/def2-TZVPD",
  "species": ["C", "C", "C", "H", "H", "H", "H", "H", "H", "H", "H", "C", "C", "H", "H", "H", "H", "H", "H"],
  "coordinates": [[-1.455, -0.239, -0.824], [-0.143, -0.244, -1.669], [-0.266, -0.244, -3.210], [-1.374, -0.960, -0.016], [-1.529, 0.767, -0.419], [-2.336, -0.524, -1.400], [0.438, -1.094, -1.304], [0.405, 0.658, -1.393], [0.683, -0.580, -3.613], [-0.464, 0.791, -3.481], [-1.084, -0.888, -3.518], [0.909, -0.091, 1.944], [0.846, 0.723, 3.268], [-0.042, 0.080, 1.445], [1.728, 0.244, 1.316], [0.975, -1.160, 2.138], [1.893, 0.871, 3.558], [0.380, 0.177, 4.079], [0.436, 1.714, 3.100]],
  "smiles": "CCC.CC",
  "gap_ev": 12.433,
  "e_lumo_ev": 1.14,
  "e_tot_ev": -5411.6149
}

***

Record 3
{
  "formula": "C5H14",
  "method": "wB97M-V/def2-TZVPD",
  "species": ["C", "C", "C", "H", "H", "H", "H", "H", "H", "H", "H", "C", "C", "H", "H", "H", "H", "H", "H"],
  "coordinates": [[0.211, -3.475, -0.463], [0.533, -2.246, 0.392], [-0.289, -1.059, 0.163], [0.712, -3.621, -1.371], [-0.829, -3.539, -0.774], [0.459, -4.406, 0.102], [0.479, -2.567, 1.567], [1.686, -1.860, 0.052], [0.296, -0.180, 0.536], [-0.606, -0.789, -0.992], [-1.120, -0.905, 0.794], [-0.664, 3.760, 0.029], [0.220, 2.504, -0.053], [-0.359, 4.283, 0.918], [-0.553, 4.410, -0.780], [-1.684, 3.421, 0.197], [1.127, 2.630, -0.632], [-0.299, 1.508, -0.560], [0.677, 2.131, 0.875]],
  "smiles": "CCC.CC",
  "gap_ev": 11.728,
  "e_lumo_ev": 1.14,
  "e_tot_ev": -5410.1248
}

***

Record 4
{
  "formula": "C5H14",
  "method": "wB97M-V/def2-TZVPD",
  "species": ["C", "C", "C", "H", "H", "H", "H", "H", "H", "H", "H", "C", "C", "H", "H", "H", "H", "H", "H"],
  "coordinates": [[0.700, -1.723, -1.882], [-0.527, -2.463, -1.376], [-0.295, -2.869, 0.105], [1.066, -2.045, -2.873], [1.491, -1.770, -1.139], [0.674, -0.672, -2.206], [-1.440, -1.861, -1.335], [-0.878, -3.317, -1.989], [-0.471, -1.957, 0.708], [-1.069, -3.556, 0.427], [0.679, -3.323, 0.303], [-0.098, 3.545, 0.778], [0.107, 2.868, 2.099], [-0.497, 2.731, 0.159], [-0.741, 4.391, 0.579], [0.863, 3.911, 0.326], [-0.740, 3.169, 2.743], [1.022, 3.138, 2.642], [0.153, 1.803, 1.931]],
  "smiles": "CCC.CC",
  "gap_ev": 11.992,
  "e_lumo_ev": 0.97,
  "e_tot_ev": -5411.1178
}

***

Record 5
{
  "formula": "C5H14",
  "method": "wB97M-V/def2-TZVPD",
  "species": ["C", "C", "C", "H", "H", "H", "H", "H", "H", "H", "H", "C", "C", "H", "H", "H", "H", "H", "H"],
  "coordinates": [[0.713, -1.070, -1.350], [-0.360, -1.402, -0.308], [-0.473, -2.893, 0.014], [0.342, -1.246, -2.354], [1.064, -0.040, -1.251], [1.585, -1.700, -1.176], [-1.330, -1.033, -0.641], [-0.164, -0.833, 0.599], [-1.222, -3.394, -0.603], [-0.850, -3.032, 1.027], [0.480, -3.401, -0.079], [-0.389, 3.095, 0.424], [0.459, 2.110, 1.214], [-1.011, 2.566, -0.300], [-1.019, 3.704, 1.069], [0.247, 3.806, -0.112], [-0.165, 1.400, 1.760], [1.096, 1.561, 0.520], [1.101, 2.603, 1.941]],
  "smiles": "CCC.CC",
  "gap_ev": 12.455,
  "e_lumo_ev": 1.16,
  "e_tot_ev": -5411.9161
}

***

Record 6
{
  "formula": "C5H14",
  "method": "wB97M-V/def2-TZVPD",
  "species": ["C", "C", "C", "H", "H", "H", "H", "H", "H", "H", "H", "C", "C", "H", "H", "H", "H", "H", "H"],
  "coordinates": [[-1.362, 2.625, 0.915], [-0.712, 1.323, 0.477], [-1.598, 0.088, 0.633], [-1.836, 2.551, 1.891], [-0.571, 3.377, 0.963], [-2.105, 2.883, 0.163], [0.201, 1.080, 1.015], [-0.397, 1.345, -0.561], [-1.534, -0.675, -0.151], [-2.669, 0.321, 0.597], [-1.453, -0.432, 1.584], [1.235, -1.898, -1.538], [2.253, -1.768, -0.413], [0.636, -0.990, -1.498], [1.697, -1.970, -2.520], [0.587, -2.735, -1.372], [3.150, -1.198, -0.661], [2.631, -2.692, 0.021], [1.846, -1.234, 0.456]],
  "smiles": "CCC.CC",
  "gap_ev": 12.544,
  "e_lumo_ev": 1.16,
  "e_tot_ev": -5411.7443
}

***

Record 7
{
  "formula": "C5H14",
  "method": "wB97M-V/def2-TZVPD",
  "species": ["C", "C", "C", "H", "H", "H", "H", "H", "H", "H", "H", "C", "C", "H", "H", "H", "H", "H", "H"],
  "coordinates": [[-1.297, 1.213, 0.302], [-0.474, 0.577, 1.407], [0.241, 1.613, 2.260], [-2.190, 1.742, 0.650], [-1.644, 0.492, -0.438], [-0.717, 1.932, -0.288], [-1.066, -0.169, 1.947], [0.277, -0.059, 0.921], [0.637, 2.419, 1.652], [-0.494, 2.046, 2.946], [1.030, 1.163, 2.866], [1.077, -2.315, -1.737], [0.438, -0.904, -1.838], [0.334, -2.990, -2.165], [2.003, -2.384, -2.307], [1.225, -2.582, -0.694], [0.954, -0.032, -1.447], [-0.432, -1.070, -1.194], [0.097, -0.693, -2.844]],
  "smiles": "CCC.CC",
  "gap_ev": 12.346,
  "e_lumo_ev": 1.13,
  "e_tot_ev": -5411.7530
}

***

Max |F| / eV Å⁻¹: 2.138, 1.860, 4.269, 2.752, 0.707, 1.293, 1.541